Here is a cluster of 14 separate species, C20H68N2O14 in total in a non-equilibrium geometry from the Open Molecules 2025 dataset. Energies are from ωB97M-V/def2-TZVPD.

Structure (XYZ):
```
104
Properties=species:S:1:pos:R:3
H 4.10 2.03 0.50
C 2.27 -2.79 1.61
H -2.36 1.48 -1.04
O -3.33 -1.13 2.48
H 0.00 -2.71 -1.62
O 1.23 0.04 2.72
H -4.07 -0.29 -0.74
N -1.74 3.03 1.04
H -3.10 4.94 1.81
H 1.60 1.05 -5.78
H 0.74 2.55 -2.51
H 0.89 -2.66 -4.12
O -2.63 1.66 -3.04
H -1.79 1.57 -3.52
H -3.62 -1.85 0.02
H 2.16 3.47 4.04
H -1.41 -3.26 0.57
C -2.44 0.04 2.41
H -3.47 -3.08 -2.15
H -0.65 -4.36 2.52
H 3.17 0.21 -4.11
N -2.13 5.05 1.85
H -2.71 2.85 0.85
H 2.01 4.58 2.74
H -5.91 -1.50 -0.10
C -0.21 -0.25 -0.27
H 4.18 -1.01 0.47
H 3.96 -3.64 1.09
C 1.89 2.98 -0.93
H -2.18 -1.79 -2.03
H 3.09 -0.26 -0.47
H -3.49 3.73 -0.61
H -1.38 -0.29 2.53
H -3.48 3.95 -2.37
H 0.12 1.57 3.55
H 2.58 1.99 -3.74
O -1.94 -3.22 1.40
C 0.12 -5.43 0.13
H 4.06 3.71 1.96
H -2.35 1.07 4.36
O 3.65 3.19 2.66
H 2.31 -1.81 -1.86
H 2.87 -2.31 -3.43
H -0.47 -2.61 2.65
H -0.62 1.08 -4.91
H 0.80 -0.22 -4.95
C 4.07 -0.12 -0.04
H 0.18 -0.02 4.48
H -3.03 2.06 3.09
C 2.29 3.50 2.93
H -1.04 -0.28 -0.98
H -1.69 -3.52 3.49
H 0.36 -6.45 -0.14
C -0.09 -4.62 -1.20
C -1.10 -3.41 2.55
H 1.54 -2.25 1.03
H 1.84 0.45 -2.91
H 0.20 0.87 1.23
H -2.88 -1.79 1.96
H 2.95 -2.13 1.97
C -3.30 -2.01 -2.08
O 0.05 4.53 1.29
H -1.04 -5.03 -1.64
H -0.88 -5.54 0.56
H 2.09 -3.48 -2.37
H -3.96 0.84 3.75
H -1.50 2.73 -1.70
C 4.07 1.01 0.90
C 2.30 0.93 -3.85
H 0.84 -5.03 0.80
H 1.51 1.08 4.56
O 5.15 -0.01 -0.95
H 2.17 -0.11 2.92
H 0.79 -0.69 -0.61
H 4.85 0.91 1.72
H -4.65 2.91 -1.57
H 2.51 3.81 -0.69
O 0.84 -2.21 -3.24
C -1.26 4.16 1.42
C 1.23 0.75 -4.83
H 2.50 2.07 -0.97
C -4.06 -1.36 -0.88
H -2.52 0.50 1.47
C -2.44 2.19 -1.80
H -1.07 2.34 0.68
H 0.70 -4.88 -1.91
H -0.57 -1.00 0.41
O 3.05 -3.64 0.79
H 3.12 0.99 1.44
O 0.11 1.53 -4.50
C 2.10 -2.44 -2.66
H 1.87 -3.40 2.43
C -2.95 1.02 3.47
H -1.73 5.92 2.27
O -0.38 -3.26 -0.94
C -3.57 3.26 -1.60
H 1.55 2.85 2.54
O -0.20 1.00 0.40
O 1.25 3.31 -2.18
C 0.69 0.69 3.86
H -3.73 -1.63 -3.03
H 1.19 2.98 -0.11
H 4.84 -0.56 -1.71
O -5.47 -1.68 -0.94
```

## Properties
* energy above the lowest of the compared OMol25 structures with the same formula, charge and spin: 1.768 eV
* molar mass: 560.76 Da
* spin multiplicity: 1
* highest occupied orbital energy: -9.0 eV
* net charge: 0
* gap between HOMO and LUMO: 9.0 eV

Results of the Mulliken charge analysis, in e, for atoms 1 through 2: 0.28, -0.97